(1)
The following is a DFT calculation (ωB97M-V with the def2-TZVPD basis set) of a cluster of 3 separate species, C21H36Br4O5 in total.

Values from the calculation:
**E**: -11493.99033 hartree
**Max |F|**: 0.0204 hartree/bohr
**Gap between HOMO and LUMO**: 9.496 eV
**Lowest unoccupied orbital energy**: -0.021 eV

The geometry in ORCA input format:
```
! RIJCOSX wB97M-V def2-TZVPD def2/J DEFGRID3
* xyz 0 1
C 4.407 -4.137 2.233
O 3.828 -2.864 2.063
C 3.316 -2.631 0.767
C 2.451 -1.391 0.809
C 1.778 -1.100 -0.541
C 1.823 0.380 -0.927
C 1.569 0.653 -2.422
C 0.318 1.515 -2.691
C -0.891 0.654 -2.821
C -1.795 0.246 -1.923
C -1.794 0.548 -0.457
C -3.110 0.853 0.261
C -4.152 -0.273 0.309
C -4.793 -0.417 1.688
C -6.013 -1.341 1.656
O -5.914 -2.278 2.720
C -6.705 -3.428 2.524
C -2.769 -0.595 -2.697
O -3.927 -0.794 -2.557
O -2.086 -1.048 -3.842
C -1.243 0.020 -4.127
O -0.969 0.350 -5.232
H 4.269 -4.435 3.272
H 5.482 -4.115 2.021
H 3.935 -4.883 1.585
H 2.717 -3.496 0.451
H 4.141 -2.488 0.054
H 3.073 -0.544 1.107
H 1.699 -1.533 1.590
H 2.222 -1.709 -1.334
H 0.728 -1.405 -0.469
H 2.812 0.761 -0.658
H 1.107 0.928 -0.306
H 1.420 -0.311 -2.918
H 2.442 1.116 -2.880
H 0.441 2.046 -3.638
H 0.151 2.248 -1.901
H -1.285 -0.266 0.072
H -1.151 1.423 -0.337
H -3.536 1.780 -0.130
H -2.828 1.080 1.294
H -4.934 -0.072 -0.426
H -3.709 -1.224 -0.004
H -5.095 0.573 2.036
H -4.078 -0.854 2.388
H -6.050 -1.884 0.704
H -6.938 -0.768 1.787
H -7.613 -3.205 1.953
H -7.003 -3.811 3.498
H -6.146 -4.201 1.985
Br 5.717 0.154 1.874
C 7.058 0.557 0.528
C 6.458 1.200 -0.694
Br 5.494 -0.083 -1.794
H 7.552 -0.380 0.292
H 7.765 1.235 1.001
H 7.240 1.605 -1.333
H 5.751 1.984 -0.439
Br -1.421 4.499 2.506
C 0.038 4.756 1.250
C -0.420 5.426 -0.020
Br -1.436 4.206 -1.141
H 0.460 3.774 1.063
H 0.770 5.377 1.761
H 0.437 5.737 -0.613
H -1.063 6.279 0.170
*
```

Atom charges from the natural (NBO) analysis, given in e for atoms 1 to 5:
1 C -0.24
2 O -0.55
3 C -0.05
4 C -0.42
5 C -0.40



(2)
The following is a DFT calculation (ωB97M-V with the def2-TZVPD basis set) of a structure of composition C21H36BrCl2LaN4O3.

Values from the calculation:
**E**: -4792.20428 hartree
**Max |F|**: 0.0523 hartree/bohr
**Gap between HOMO and LUMO**: 7.550 eV
**Lowest unoccupied orbital energy**: -5.356 eV

The geometry in ORCA input format:
```
! RIJCOSX wB97M-V def2-TZVPD def2/J DEFGRID3
* xyz 2 1
La 1.787 1.531 -0.153
N 1.522 2.185 -2.774
C 1.803 0.916 -3.510
C 2.121 1.164 -4.988
C 1.561 0.218 -6.050
C 2.444 -0.965 -6.388
N 2.553 -1.967 -5.331
C 1.725 -2.984 -5.137
N 0.726 -3.236 -5.986
N 1.878 -3.756 -4.058
C 2.888 0.124 -2.766
O 3.809 -0.400 -3.344
O 2.707 0.052 -1.459
H 0.640 2.558 -3.130
H 2.232 2.869 -3.055
H 0.896 0.305 -3.407
H 3.207 1.230 -5.108
H 1.726 2.159 -5.213
H 1.495 0.790 -6.979
H 0.533 -0.086 -5.831
H 3.463 -0.621 -6.580
H 2.146 -1.455 -7.315
H 3.234 -1.785 -4.601
H 0.652 -2.731 -6.852
H 0.179 -4.076 -5.908
H 2.653 -3.605 -3.434
H 1.322 -4.583 -3.917
C -4.627 -2.369 2.401
C -4.422 -0.929 2.879
C -5.405 -0.011 2.150
C -4.702 -0.868 4.379
C -2.993 -0.489 2.551
C -2.554 -0.533 1.222
C -1.263 -0.150 0.963
Br -0.687 -0.165 -0.871
C -0.366 0.279 1.935
O 0.914 0.588 1.477
C -0.787 0.396 3.235
C -2.105 -0.020 3.504
C 0.079 0.880 4.406
C -0.724 1.851 5.286
C 0.499 -0.344 5.224
C 1.342 1.625 3.955
H -5.632 -2.705 2.654
H -3.917 -3.053 2.870
H -4.515 -2.464 1.320
H -6.432 -0.297 2.377
H -5.286 -0.071 1.067
H -5.276 1.031 2.444
H -5.717 -1.215 4.572
H -4.627 0.144 4.778
H -4.025 -1.508 4.947
H -3.207 -0.853 0.424
H -2.438 0.031 4.527
H -1.532 1.373 5.836
H -1.157 2.653 4.686
H -0.066 2.299 6.028
H -0.362 -0.884 5.617
H 1.114 -0.040 6.071
H 1.078 -1.037 4.613
H 1.102 2.482 3.315
H 2.047 0.989 3.417
H 1.839 2.017 4.841
Cl 4.547 2.567 -0.989
C 4.709 3.609 0.457
Cl 3.306 3.407 1.566
H 4.749 4.647 0.144
H 5.595 3.287 0.995
*
```

Atom charges from the Löwdin analysis, given in e for atoms 1 to 5:
1 La 1.79
2 N -0.05
3 C -0.30
4 C -0.14
5 C -0.16



(3)
The following is a DFT calculation (ωB97M-V with the def2-TZVPD basis set) of a structure of composition C21H36Cl2N3O4Pm.

Values from the calculation:
**⟨S²⟩**: 6.0047
**E**: -2815.93023 hartree
**Max |F|**: 0.0602 hartree/bohr
**Gap between HOMO and LUMO (alpha / beta)**: 7.449 / 7.458 eV
**Lowest unoccupied orbital energy (alpha / beta)**: 0.296 / 0.296 eV

The geometry in ORCA input format:
```
! RIJCOSX wB97M-V def2-TZVPD def2/J DEFGRID3
* xyz 0 5
O 0.510 -0.112 -1.953
C -0.552 0.334 -2.570
C -0.344 1.699 -3.243
C 0.391 2.703 -2.617
H 0.747 2.539 -1.592
C 0.663 3.892 -3.298
H 1.276 4.640 -2.809
C 0.141 4.113 -4.571
H 0.324 5.058 -5.081
C -0.637 3.120 -5.170
H -1.066 3.294 -6.153
C -0.868 1.909 -4.521
H -1.454 1.120 -5.003
H -0.810 -0.343 -3.411
C -2.617 -1.113 -1.694
C -1.922 0.234 -1.603
H -3.638 -0.932 -2.068
H -2.755 -1.654 -0.743
H -2.073 -1.764 -2.398
C -2.627 1.373 -1.419
C -4.082 1.495 -1.075
H -2.115 2.328 -1.553
H -4.589 1.947 -1.936
H -4.273 2.167 -0.229
H -4.596 0.550 -0.859
Pm -0.584 -0.029 0.786
Cl 0.350 2.441 0.927
Cl -2.987 -0.131 1.746
H 4.834 1.322 -2.165
H 4.998 1.863 0.321
C 3.753 1.421 -2.008
C 3.921 1.722 0.463
N 3.397 0.967 -0.667
H 3.209 0.821 -2.742
C 2.583 -0.079 -0.501
O 1.914 -0.313 0.536
H 3.723 1.173 1.386
H 2.566 -0.739 -1.383
H 3.479 2.477 -2.123
H 3.443 2.707 0.503
H -0.441 -5.670 1.093
H 1.436 -5.888 -0.927
C -0.938 -5.062 0.326
C 0.823 -5.137 -1.444
N 0.054 -4.350 -0.487
H -1.607 -4.345 0.801
C 0.276 -3.055 -0.316
O -0.429 -2.335 0.434
H 1.476 -4.471 -2.020
H 1.120 -2.629 -0.880
H -1.497 -5.743 -0.323
H 0.140 -5.662 -2.125
C -0.447 0.026 6.619
N 0.172 -0.309 5.335
C 1.161 -1.371 5.346
C -0.248 0.199 4.168
C -1.139 1.412 4.220
O 0.101 -0.339 3.075
H 0.076 -0.540 7.393
H -1.514 -0.249 6.632
H -0.361 1.097 6.839
H 0.815 -2.254 4.795
H 2.112 -1.033 4.913
H 1.320 -1.633 6.394
H -0.723 2.192 3.570
H -2.122 1.125 3.827
H -1.251 1.806 5.234
*
```

Atom charges from the natural (NBO) analysis, given in e for atoms 1 to 5:
1 O -0.93
2 C 0.15
3 C 0.05
4 C -0.26
5 H 0.25



(4)
The following is a DFT calculation (ωB97M-V with the def2-TZVPD basis set) of a structure of composition C21H36EuP2Se.

Values from the calculation:
**⟨S²⟩**: 15.7624
**E**: -4616.11671 hartree
**Max |F|**: 0.0487 hartree/bohr
**Gap between HOMO and LUMO (alpha / beta)**: 6.312 / 6.376 eV
**Lowest unoccupied orbital energy (alpha / beta)**: -0.110 / -0.097 eV

The geometry in ORCA input format:
```
! RIJCOSX wB97M-V def2-TZVPD def2/J DEFGRID3
* xyz 0 8
P 0.137 -1.569 0.467
P -0.096 1.667 0.505
C -0.158 -0.662 -1.119
C 0.297 0.803 -1.087
H -1.238 -0.738 -1.318
H 0.362 -1.199 -1.926
H 1.387 0.891 -1.222
H -0.195 1.371 -1.893
C -1.729 2.371 0.140
H -2.037 3.004 0.989
H -2.464 1.564 -0.011
H -1.636 2.979 -0.776
C 0.967 3.131 0.485
H 0.783 3.689 -0.450
H 2.026 2.829 0.547
H 0.715 3.761 1.356
C -0.917 -3.042 0.371
H -0.697 -3.684 1.236
H -0.727 -3.569 -0.571
H -1.966 -2.722 0.437
C 1.822 -2.248 0.219
H 2.565 -1.441 0.246
H 1.857 -2.766 -0.746
H 2.046 -2.944 1.037
Eu 0.258 -0.023 2.827
C 0.547 1.615 -4.562
C -0.775 1.654 -4.329
C -1.834 0.930 -5.125
C -1.423 -0.441 -5.704
C -0.747 -1.336 -4.692
C 0.568 -1.392 -4.420
C 1.650 -0.608 -5.124
C 1.251 0.797 -5.619
C 0.110 -2.203 4.105
H 1.216 2.324 -4.045
H -1.179 2.412 -3.641
H -2.215 1.551 -5.958
H -2.695 0.779 -4.455
H -2.360 -0.943 -6.009
H -0.842 -0.302 -6.632
H -1.427 -2.076 -4.249
H 0.946 -2.203 -3.781
H 2.065 -1.171 -5.983
H 2.485 -0.504 -4.410
H 2.193 1.319 -5.863
H 0.694 0.722 -6.567
H 0.709 -2.032 5.015
H 0.479 -3.063 3.520
H -0.947 -2.335 4.405
Se -0.862 2.192 4.511
C -0.359 1.174 5.979
C -1.285 0.291 6.595
C -0.880 -0.502 7.670
C 0.421 -0.407 8.177
C 1.337 0.486 7.586
C 0.950 1.269 6.500
H -2.297 0.233 6.200
H -1.588 -1.199 8.112
H 0.730 -1.022 9.036
H 2.347 0.570 7.982
H 1.655 1.970 6.032
*
```

Atom charges from the natural (NBO) analysis, given in e for atoms 1 to 5:
1 P 0.79
2 P 0.79
3 C -0.71
4 C -0.71
5 H 0.23



(5)
The following is a DFT calculation (ωB97M-V with the def2-TZVPD basis set) of the ion C21H36FN2OS with charge +1.

Values from the calculation:
**E**: -1504.05422 hartree
**Max |F|**: 0.1065 hartree/bohr
**Gap between HOMO and LUMO**: 9.570 eV
**Lowest unoccupied orbital energy**: -2.383 eV

The geometry in ORCA input format:
```
! RIJCOSX wB97M-V def2-TZVPD def2/J DEFGRID3
* xyz 1 1
C 1.457 2.125 -3.594
C 0.524 2.034 -2.803
C -0.502 1.462 -1.751
N -0.046 0.197 -1.072
C -0.010 -0.876 -2.115
C -1.414 -1.302 -2.744
C -1.352 -1.104 -4.352
S -0.707 -2.576 -5.249
C 1.356 0.473 -0.538
C 2.606 -0.283 -1.162
C 3.997 0.389 -0.709
C 1.508 0.147 1.044
C -0.021 0.522 1.530
C -0.007 -0.209 2.941
C -1.325 -0.261 3.800
C 0.135 2.097 1.693
C -1.052 2.887 2.395
C -0.425 4.030 3.305
F 0.175 3.462 4.467
C -0.757 -0.123 0.255
C -1.174 -1.626 0.535
C -0.023 -2.715 0.678
C -0.452 -4.070 -0.103
O -2.096 0.424 -0.113
C -2.910 0.638 0.943
N -3.674 0.894 1.773
H 2.333 2.508 -4.167
H -0.673 2.323 -1.037
H -1.451 1.366 -2.349
H 0.642 -0.614 -3.009
H 0.464 -1.847 -1.762
H -1.555 -2.423 -2.606
H -2.299 -0.696 -2.405
H -2.404 -0.837 -4.673
H -0.714 -0.201 -4.612
H -1.624 -3.572 -4.969
H 1.715 1.540 -0.513
H 2.604 -1.353 -0.789
H 2.645 -0.266 -2.300
H 4.837 0.144 -1.415
H 3.862 1.524 -0.746
H 4.246 0.153 0.373
H 1.898 -0.867 1.335
H 2.328 0.838 1.407
H 0.754 0.370 3.567
H 0.423 -1.263 2.918
H -1.584 0.702 4.350
H -1.127 -1.004 4.647
H -2.256 -0.635 3.295
H 0.396 2.669 0.758
H 1.039 2.236 2.377
H -1.605 3.451 1.567
H -1.828 2.266 2.911
H 0.369 4.624 2.749
H -1.266 4.722 3.628
H -1.746 -1.711 1.519
H -1.915 -2.042 -0.223
H 0.971 -2.425 0.224
H 0.173 -3.054 1.743
H 0.160 -4.174 -1.058
H -0.153 -4.948 0.543
H -1.562 -4.143 -0.277
*
```

Atom charges from the natural (NBO) analysis, given in e for atoms 1 to 5:
1 C -0.17
2 C -0.08
3 C -0.28
4 N -0.35
5 C -0.27



(6)
The following is a DFT calculation (ωB97M-V with the def2-TZVPD basis set) of the ion C21H36N4O9PS with charge +1.

Values from the calculation:
**E**: -2457.26605 hartree
**Max |F|**: 0.0565 hartree/bohr
**Gap between HOMO and LUMO**: 7.748 eV
**Lowest unoccupied orbital energy**: -3.306 eV

The geometry in ORCA input format:
```
! RIJCOSX wB97M-V def2-TZVPD def2/J DEFGRID3
* xyz 1 1
C -5.059 0.515 -4.966
C -3.850 1.142 -5.634
O -3.936 1.976 -6.500
O -2.638 0.675 -5.158
C -1.886 1.695 -4.514
C -2.446 2.118 -3.145
C -1.301 2.495 -2.200
C -0.797 1.305 -1.298
O -1.142 0.091 -1.885
C -1.421 1.550 0.080
N -0.867 0.683 1.205
C -1.821 -0.403 1.470
C -1.904 -1.519 0.672
C -2.850 -2.464 0.974
N -3.702 -2.439 2.000
C -3.578 -1.338 2.736
C -2.699 -0.309 2.520
C 0.564 0.189 1.059
C 1.292 0.508 2.370
C 0.676 -0.210 3.579
C 0.987 -1.724 3.574
C 1.869 -2.059 4.784
S 2.526 -3.730 4.689
O 2.006 -4.517 5.754
O 3.931 -3.649 4.549
O 1.941 -4.310 3.328
C 1.313 0.587 -0.231
C 2.695 1.274 0.021
C 3.489 1.605 -1.260
C 4.679 0.681 -1.533
N 5.646 0.492 -0.545
O 4.803 0.166 -2.633
P 1.626 -1.099 -1.151
O 2.998 -1.722 -0.504
O 1.947 -0.736 -2.689
N 0.624 1.446 -1.197
H -4.746 -0.353 -4.401
H -5.747 0.240 -5.754
H -5.471 1.279 -4.314
H -1.914 2.573 -5.162
H -0.840 1.419 -4.459
H -3.012 3.032 -3.307
H -3.149 1.399 -2.732
H -0.442 2.821 -2.777
H -1.636 3.305 -1.555
H -2.050 -0.143 -1.684
H -1.302 2.593 0.350
H -2.491 1.364 0.037
H -0.903 1.269 2.038
H -1.240 -1.660 -0.169
H -2.920 -3.323 0.321
H -4.242 -1.256 3.586
H -2.706 0.554 3.171
H 0.497 -0.901 1.052
H 1.352 1.584 2.536
H 2.309 0.138 2.327
H -0.376 0.019 3.726
H 1.185 0.221 4.438
H 1.597 -1.934 2.698
H 0.091 -2.329 3.600
H 1.332 -1.955 5.722
H 2.717 -1.386 4.826
H 1.323 -5.027 3.521
H 3.292 0.556 0.575
H 2.556 2.135 0.678
H 2.904 1.589 -2.167
H 3.925 2.593 -1.117
H 5.321 0.630 0.401
H 6.028 -0.437 -0.670
H 3.081 -1.513 0.432
H 1.096 -0.476 -3.067
H 0.864 2.414 -1.021
*
```

Atom charges from the Löwdin analysis, given in e for atoms 1 to 5:
1 C 0.02
2 C -0.50
3 O 0.14
4 O -0.02
5 C -0.17



(7)
The following is a DFT calculation (ωB97M-V with the def2-TZVPD basis set) of a cluster of 4 separate species, C21H36N8O6P3 in total.

Values from the calculation:
**E**: -2735.19510 hartree
**Max |F|**: 0.0444 hartree/bohr
**Gap between HOMO and LUMO**: 8.356 eV
**Lowest unoccupied orbital energy**: -3.026 eV

The geometry in ORCA input format:
```
! RIJCOSX wB97M-V def2-TZVPD def2/J DEFGRID3
* xyz 1 1
C -4.351 -1.770 1.792
C -3.624 -0.549 2.390
N -2.167 -0.663 2.358
C -1.414 -1.233 3.284
P -1.983 -1.969 4.888
O -0.592 -2.442 5.551
O -2.727 -3.334 4.458
N -0.122 -1.159 2.958
C -0.068 -0.498 1.805
N 1.094 -0.211 1.185
C 1.226 0.556 -0.053
O 1.379 -0.338 -1.129
C 0.215 -0.542 -1.854
C -0.316 -1.836 -1.805
C -1.469 -2.185 -2.504
C -2.009 -3.590 -2.475
C -2.111 -1.191 -3.243
C -1.578 0.096 -3.290
C -0.405 0.448 -2.616
C 0.152 1.856 -2.743
C -0.742 2.850 -1.949
C 0.118 2.331 -4.195
P 2.616 -0.788 1.859
P 2.983 0.491 3.586
O 4.412 0.387 3.888
O 2.485 1.910 3.061
O 2.080 0.071 4.824
N -1.319 -0.186 1.378
N -1.741 0.449 0.237
H -3.618 -2.413 1.310
H -5.085 -1.448 1.064
H -4.840 -2.323 2.586
H -3.882 -0.432 3.440
H -3.923 0.380 1.916
H -0.133 -1.643 5.856
H -2.634 -3.581 3.529
H 2.146 1.129 0.031
H 0.418 1.258 -0.191
H 0.192 -2.579 -1.203
H -3.095 -3.582 -2.446
H -1.737 -4.074 -3.415
H -1.570 -4.188 -1.683
H -3.022 -1.443 -3.768
H -2.118 0.828 -3.872
H 1.173 1.943 -2.377
H -1.764 2.480 -1.898
H -0.776 3.817 -2.444
H -0.405 2.991 -0.922
H 0.579 3.308 -4.294
H -0.902 2.446 -4.553
H 0.627 1.650 -4.877
H 2.350 -2.065 2.378
H 2.543 2.533 3.804
H 2.677 -0.194 5.561
H -2.405 1.177 0.472
H -2.138 -0.209 -0.430
C 1.359 -2.004 -5.284
C 0.702 -1.109 -6.226
N 0.156 -0.384 -6.922
H 1.463 -1.488 -4.330
H 0.753 -2.897 -5.141
H 2.342 -2.297 -5.646
C 4.648 -2.511 7.306
C 3.986 -1.215 7.300
N 3.474 -0.190 7.289
H 5.679 -2.396 6.978
H 4.636 -2.925 8.313
H 4.131 -3.192 6.633
C 1.749 6.872 -4.117
C 0.513 6.202 -4.500
N -0.457 5.681 -4.812
H 2.019 6.599 -3.099
H 2.552 6.578 -4.790
H 1.616 7.951 -4.173
*
```

Atom charges from the Löwdin analysis, given in e for atoms 1 to 5:
1 C -0.04
2 C -0.15
3 N -0.02
4 C -0.34
5 P 0.84



> Among the records above, which one has the highest E?

C21H36FN2OS



> The highest E belongs to which entry?

C21H36FN2OS



> max |F| of number 5 (C21H36FN2OS)?

0.1065 hartree/bohr



> Which formula does entry 5 have?

C21H36FN2OS